Computed, not measured: a structure of composition C60H46N4O5SZr in a non-equilibrium geometry, with wB97M-V/def2-TZVPD.

## Properties
Net charge: +2
Orbital gap (eV): 5.38

Geometry as XYZ:
```
117
Properties=species:S:1:pos:R:3:lowdin_charge:R:1
Zr -0.236 0.121 -0.212 1.92
C -3.952 2.832 -9.040 -0.05
O -2.664 2.411 -8.602 -0.06
C -2.516 2.056 -7.314 -0.28
C -1.241 1.612 -6.950 0.02
C -0.988 1.233 -5.650 -0.04
C -1.987 1.288 -4.675 -0.22
C -3.253 1.719 -5.051 -0.02
C -3.528 2.101 -6.357 0.01
C -1.686 0.877 -3.278 -0.06
C -1.334 -0.459 -3.065 -0.21
C -1.372 -1.494 -4.053 0.04
C -1.050 -2.661 -3.443 0.05
C -0.811 -2.381 -2.062 -0.20
N -0.977 -1.023 -1.851 -0.06
C -0.433 -3.315 -1.098 -0.05
C -0.140 -3.008 0.235 -0.20
C 0.314 -3.948 1.211 0.04
C 0.591 -3.261 2.348 0.04
C 0.257 -1.890 2.123 -0.20
C 0.314 -0.882 3.088 -0.05
C 0.852 -1.219 4.434 -0.23
C 2.042 -0.626 4.867 -0.03
C 2.564 -0.912 6.109 0.02
C 1.896 -1.796 6.961 -0.28
O 2.481 -2.008 8.154 -0.06
C 1.853 -2.909 9.060 -0.06
C 0.704 -2.387 6.548 0.01
C 0.197 -2.095 5.288 -0.02
C -0.133 0.435 2.905 -0.22
N -0.579 0.979 1.713 -0.07
C -1.042 2.255 1.998 -0.22
C -1.575 3.155 1.069 -0.06
C -1.936 4.513 1.559 -0.23
C -0.942 5.397 1.985 -0.03
C -1.263 6.658 2.437 0.02
C -2.600 7.064 2.483 -0.28
O -2.812 8.310 2.944 -0.06
C -4.156 8.775 3.026 -0.06
C -3.603 6.192 2.065 0.01
C -3.260 4.928 1.603 -0.02
C -1.773 2.879 -0.287 -0.21
C -2.199 3.825 -1.265 0.04
C -2.210 3.201 -2.472 0.02
C -1.793 1.852 -2.273 -0.22
N -1.511 1.671 -0.924 -0.06
C -0.883 2.500 3.391 0.04
C -0.312 1.394 3.943 0.04
N -0.186 -1.751 0.811 -0.06
C -0.304 -4.736 -1.528 -0.23
C -1.424 -5.480 -1.868 -0.02
C -1.314 -6.803 -2.279 0.01
C -0.055 -7.392 -2.358 -0.28
O 0.173 -8.661 -2.744 -0.06
C -0.946 -9.464 -3.103 -0.06
C 1.081 -6.650 -2.021 0.02
C 0.953 -5.341 -1.610 -0.03
H -3.849 3.052 -10.097 0.10
H -4.267 3.733 -8.510 0.10
H -4.688 2.038 -8.901 0.10
H -0.473 1.569 -7.710 0.13
H 0.003 0.888 -5.378 0.11
H -4.053 1.744 -4.320 0.13
H -4.526 2.421 -6.617 0.11
H -1.633 -1.344 -5.087 0.13
H -0.987 -3.639 -3.891 0.13
H 0.421 -5.005 1.043 0.13
H 0.978 -3.655 3.272 0.13
H 2.570 0.058 4.213 0.12
H 3.490 -0.468 6.447 0.13
H 2.489 -2.936 9.939 0.10
H 1.783 -3.909 8.629 0.10
H 0.860 -2.551 9.339 0.10
H 0.166 -3.065 7.192 0.11
H -0.737 -2.551 4.980 0.13
H 0.098 5.090 1.951 0.12
H -0.501 7.353 2.760 0.13
H -4.096 9.785 3.419 0.10
H -4.742 8.153 3.705 0.10
H -4.622 8.795 2.039 0.10
H -4.644 6.478 2.104 0.11
H -4.047 4.253 1.290 0.13
H -2.449 4.851 -1.056 0.13
H -2.472 3.629 -3.425 0.12
H -1.193 3.400 3.894 0.13
H -0.077 1.227 4.981 0.13
H -2.409 -5.032 -1.802 0.13
H -2.206 -7.358 -2.525 0.11
H -0.539 -10.431 -3.382 0.10
H -1.477 -9.033 -3.954 0.10
H -1.627 -9.584 -2.258 0.10
H 2.051 -7.124 -2.093 0.13
H 1.841 -4.775 -1.356 0.13
O 1.744 0.264 -0.662 -0.65
S 3.038 0.890 -1.268 1.17
C 2.481 1.847 -2.625 -0.40
C 2.984 1.495 -3.871 -0.06
C 2.572 2.227 -4.979 -0.05
C 1.665 3.261 -4.826 -0.04
C 1.159 3.593 -3.569 -0.04
C 1.576 2.896 -2.452 -0.06
C 3.507 2.106 -0.069 -0.39
C 4.710 2.754 -0.332 -0.06
C 5.150 3.716 0.562 -0.04
C 4.405 4.005 1.699 -0.04
C 3.217 3.334 1.950 -0.05
C 2.755 2.370 1.062 -0.07
H 3.682 0.674 -3.975 0.12
H 2.960 1.980 -5.958 0.12
H 1.342 3.823 -5.692 0.12
H 0.455 4.406 -3.461 0.12
H 1.214 3.172 -1.468 0.12
H 5.294 2.521 -1.214 0.12
H 6.081 4.233 0.374 0.12
H 4.762 4.750 2.396 0.12
H 2.647 3.550 2.843 0.11
H 1.839 1.840 1.283 0.08
```